Entry from OMol25: 2 unconnected molecules or ions with the total composition C16H32FNO4P in a non-equilibrium geometry (the ωB97M-V functional and the def2-TZVPD basis).

Calculated values
lowest unoccupied orbital energy = 2.1753 eV
charge = -1
gap between HOMO and LUMO = 6.12 eV

Atoms and positions in Å:
C  2.35  -3.08  2.30
C  2.12  -1.85  1.63
C  1.69  -0.38  0.95
P  -0.06  0.03  1.59
C  -0.07  1.81  0.93
C  1.05  2.18  -0.20
C  -0.89  -0.58  -0.04
C  -0.59  -2.15  -0.42
N  -1.22  -3.16  0.53
C  0.64  0.52  3.32
C  0.39  -0.60  4.49
F  -0.02  0.02  5.80
C  -1.84  0.27  2.31
C  -2.66  -1.11  2.60
C  -3.65  -0.78  3.91
O  -4.56  0.23  3.88
O  -3.47  -1.63  5.12
H  2.15  -4.13  2.82
H  2.54  0.36  1.28
H  1.74  -0.53  -0.21
H  -0.13  -1.33  2.09
H  -1.12  2.12  0.47
H  0.10  2.59  1.83
H  1.13  1.43  -1.10
H  2.10  2.36  0.31
H  0.72  3.22  -0.67
H  -2.08  -0.46  -0.04
H  -0.55  0.05  -1.00
H  0.56  -2.39  -0.62
H  -1.12  -2.33  -1.47
H  -1.03  -4.15  0.19
H  -2.27  -3.03  0.37
H  0.19  1.54  3.73
H  1.82  0.71  3.30
H  -0.41  -1.41  4.24
H  1.42  -1.17  4.67
H  -2.54  0.92  1.58
H  -1.84  0.88  3.33
H  -3.38  -1.31  1.69
H  -2.01  -2.04  2.91
H  -2.63  -2.19  5.00
O  -0.38  1.01  -2.98
C  0.35  1.04  -3.98
O  1.43  1.86  -4.01
C  2.44  1.83  -5.03
C  2.03  2.68  -6.22
C  0.01  0.25  -5.20
H  2.69  0.81  -5.31
H  3.34  2.26  -4.58
H  1.13  2.30  -6.70
H  2.83  2.70  -6.97
H  1.82  3.71  -5.91
H  -0.70  0.81  -5.81
H  -0.46  -0.69  -4.88
H  0.87  -0.03  -5.80


Entry from OMol25: a gas-phase ion, C6H12NS (charge +1) in a non-equilibrium geometry (the ωB97M-V functional and the def2-TZVPD basis).

Calculated values
SMILES = C[C@H]1[C@@H]2CC[NH2+][C@]12S
lowest unoccupied orbital energy = -3.1332 eV
charge = +1
relative energy (zero: lowest compared OMol25 entry of this formula, charge and spin) = 2.3696 eV
gap between HOMO and LUMO = 10.40 eV

Atoms and positions in Å:
C  -0.32  -0.40  -2.45
C  -0.51  0.12  -1.08
C  -0.72  -0.85  0.10
C  -1.29  -0.27  1.39
C  0.02  0.41  2.09
N  0.66  0.98  0.97
C  0.74  0.09  -0.21
S  2.23  -0.82  -0.34
H  0.10  -1.42  -2.26
H  0.54  0.20  -3.01
H  -1.28  -0.44  -3.07
H  -1.10  1.00  -0.99
H  -0.64  -1.84  -0.28
H  -1.64  -1.12  2.07
H  -1.93  0.58  1.21
H  -0.04  1.06  2.88
H  0.72  -0.39  2.38
H  0.18  1.77  0.66
H  1.55  1.28  1.37
H  2.75  0.06  -1.41


Entry from OMol25: a molecular structure, C19H33HfN2OPSi in a non-equilibrium geometry (the ωB97M-V functional and the def2-TZVPD basis).

Calculated values
lowest unoccupied orbital energy (spin up / spin down) = -0.5360 / -0.5354 eV
relative energy (zero: lowest compared OMol25 entry of this formula, charge and spin) = 2.2143 eV
gap between HOMO and LUMO (spin up / spin down) = 3.29 / 3.29 eV

Atoms and positions in Å:
Hf  0.23  0.36  0.44
Si  2.10  0.71  -1.55
P  0.28  0.62  -2.76
N  -0.27  -1.46  -0.09
H  2.18  0.39  0.58
C  -1.50  0.40  -2.69
H  -1.84  0.22  -3.72
H  -2.00  1.30  -2.30
H  -1.78  -0.46  -2.08
C  0.58  2.13  -3.71
H  0.13  2.00  -4.69
H  1.65  2.34  -3.84
H  0.12  2.99  -3.21
C  0.82  -0.78  -3.80
H  0.27  -0.71  -4.74
H  0.59  -1.73  -3.31
H  1.90  -0.74  -4.01
C  3.01  2.29  -1.16
H  2.77  2.68  -0.15
H  2.71  3.01  -1.93
H  4.09  2.06  -1.20
H  1.97  -0.41  0.36
H  3.07  -0.44  -1.64
C  -0.34  -2.76  -0.37
C  -1.51  -4.90  -0.36
C  -1.50  -3.53  -0.11
C  0.79  -3.41  -0.96
C  0.77  -4.78  -1.19
C  -0.38  -5.53  -0.90
H  -2.40  -5.47  -0.15
H  -2.36  -2.98  0.28
H  1.64  -2.77  -1.19
H  1.64  -5.25  -1.62
H  -0.38  -6.60  -1.08
C  -2.03  2.68  0.59
O  -1.50  1.40  0.27
C  -2.03  2.77  2.11
H  -1.21  3.47  2.43
H  -1.81  1.77  2.55
H  -3.01  3.14  2.48
C  -1.23  3.74  -0.16
H  -1.79  4.17  -1.01
H  -0.30  3.34  -0.62
H  -0.90  4.53  0.56
C  2.22  -1.23  6.46
C  1.70  -0.89  5.08
C  2.26  0.15  4.36
C  1.74  0.56  3.14
N  0.66  -0.08  2.59
C  0.17  -1.21  3.22
C  0.65  -1.58  4.47
H  3.28  -1.52  6.44
H  2.15  -0.38  7.15
H  1.66  -2.07  6.90
H  3.05  0.73  4.79
H  2.18  1.42  2.61
H  -0.70  -1.71  2.75
H  0.15  -2.35  5.04


Number 1: E -38786.4713 eV. Number 2: E -18732.8843 eV. Number 3: E -43731.6019 eV.